{"formula": "C23H34N2O8RhSi4", "method": "wB97M-V/def2-TZVPD", "charge": -1, "e_above_lowest_kj_mol": 234.2, "mol_weight_da": 681.78, "symbols": ["Rh", "O", "C", "O", "C", "C", "C", "C", "C", "N", "C", "O", "O", "H", "H", "H", "H", "O", "C", "O", "C", "C", "C", "N", "C", "C", "C", "O", "O", "H", "H", "H", "C", "Si", "C", "C", "Si", "Si", "C", "C", "C", "Si", "C", "C", "C", "H", "H", "H", "H", "H", "H", "H", "H", "H", "H", "H", "H", "H", "H", "H", "H", "H", "H", "H", "H", "H", "H", "H", "H", "H", "H", "H"], "positions_angstrom": [[1.001, -1.610, 0.473], [-0.136, -0.608, 4.276], [0.087, -1.152, 3.094], [1.154, -1.003, 2.508], [-0.950, -2.038, 2.532], [-2.071, -2.498, 3.185], [-2.726, -3.607, 2.651], [-2.143, -4.272, 1.588], [-1.031, -3.715, 0.960], [-0.568, -2.530, 1.339], [-0.109, -4.524, 0.008], [-0.615, -5.508, -0.522], [1.070, -4.080, -0.002], [0.647, -0.073, 4.493], [-2.387, -2.017, 4.099], [-3.631, -3.987, 3.105], [-2.503, -5.229, 1.236], [-0.355, -2.834, -6.254], [0.714, -2.375, -5.814], [1.737, -1.959, -6.383], [0.766, -2.273, -4.261], [-0.343, -2.597, -3.494], [-0.309, -2.412, -2.127], [0.768, -1.925, -1.509], [1.861, -1.633, -2.237], [1.896, -1.795, -3.606], [2.995, -1.017, -1.464], [4.042, -0.713, -1.988], [2.702, -0.774, -0.206], [-1.227, -2.980, -3.984], [-1.162, -2.651, -1.506], [2.789, -1.541, -4.158], [-1.052, 0.684, -2.899], [0.363, 1.557, -2.005], [-0.315, 3.305, -1.761], [1.880, 1.761, -3.093], [0.618, 0.688, 0.200], [2.096, 2.081, 1.421], [3.801, 2.104, 0.637], [1.414, 3.839, 1.415], [2.318, 1.677, 3.253], [-2.199, 1.349, 2.003], [-2.833, 0.167, 0.646], [-3.121, 0.972, 3.604], [-2.581, 3.113, 1.476], [-0.746, 0.297, -3.873], [-1.868, 1.393, -3.057], [-1.452, -0.154, -2.331], [-0.597, 3.716, -2.735], [0.411, 3.981, -1.310], [-1.202, 3.300, -1.129], [1.612, 1.599, -4.139], [2.691, 1.073, -2.857], [2.275, 2.773, -2.983], [3.782, 2.609, -0.332], [4.141, 1.084, 0.457], [4.535, 2.607, 1.274], [1.468, 4.286, 0.423], [1.993, 4.472, 2.095], [0.369, 3.862, 1.734], [2.735, 0.678, 3.385], [1.356, 1.738, 3.775], [2.997, 2.395, 3.719], [-2.102, -0.599, 0.394], [-3.043, 0.736, -0.265], [-3.758, -0.345, 0.939], [-2.660, 0.154, 4.157], [-4.158, 0.696, 3.390], [-3.131, 1.846, 4.260], [-2.162, 3.308, 0.492], [-2.171, 3.852, 2.168], [-3.664, 3.273, 1.421]], "forces_ev_per_angstrom": [[0.492, 0.246, -0.838], [0.032, -0.213, 0.197], [-0.223, 0.555, -0.300], [0.155, -0.454, 0.102], [-0.257, 0.233, -0.150], [0.042, -0.021, 0.189], [0.046, 0.026, -0.046], [-0.118, 0.114, 0.043], [0.077, -0.136, -0.202], [-0.038, -0.238, 0.566], [0.096, 0.013, -0.057], [-0.020, 0.000, 0.041], [-0.164, 0.002, 0.278], [-0.047, 0.035, -0.006], [-0.001, -0.127, 0.047], [0.038, 0.002, 0.075], [0.020, 0.037, -0.114], [0.058, 0.030, -0.047], [-0.013, 0.010, 0.105], [-0.050, -0.032, -0.035], [0.001, 0.025, -0.126], [0.062, -0.074, 0.084], [-0.003, -0.098, 0.023], [-0.068, 0.226, 0.037], [0.010, 0.121, -0.007], [-0.022, -0.082, 0.104], [-0.119, 0.031, -0.024], [0.069, -0.056, 0.063], [0.045, -0.087, 0.057], [0.017, 0.012, -0.038], [0.001, 0.033, 0.022], [-0.036, 0.032, -0.050], [0.061, -0.165, 0.014], [-0.834, 0.416, -0.192], [0.164, 0.061, 0.149], [0.305, -0.243, 0.266], [-0.371, 0.098, 1.259], [0.155, 0.150, -0.014], [0.054, -0.093, -0.040], [-0.132, 0.003, -0.075], [-0.086, -0.279, 0.050], [1.301, -0.598, -1.888], [-0.633, -0.004, 0.300], [0.305, 0.020, 0.272], [-0.276, 0.053, 0.258], [0.004, -0.011, 0.016], [0.043, 0.036, -0.005], [-0.052, 0.027, -0.018], [0.026, -0.060, -0.024], [-0.023, 0.026, -0.036], [-0.019, 0.012, -0.083], [-0.082, 0.008, 0.024], [0.028, 0.025, -0.090], [-0.053, 0.012, 0.007], [-0.006, 0.002, 0.009], [0.028, 0.016, -0.003], [-0.062, 0.070, -0.005], [0.019, 0.028, 0.021], [0.023, -0.048, 0.016], [0.023, 0.011, 0.001], [0.029, 0.027, 0.031], [0.007, 0.062, -0.025], [-0.026, 0.062, -0.062], [-0.003, -0.003, 0.004], [0.059, 0.013, -0.014], [-0.056, 0.028, -0.108], [-0.062, 0.047, 0.043], [0.023, 0.034, -0.116], [0.015, -0.013, 0.014], [0.015, -0.009, 0.036], [0.007, -0.005, -0.005], [0.001, 0.020, 0.017]], "mulliken_charge": [0.55, -0.51, 0.34, -0.66, 0.26, -0.12, -0.73, -0.69, 0.16, 0.26, 0.41, -0.75, -0.61, 0.39, 0.47, 0.46, 0.57, -0.73, 0.39, -0.73, -0.04, -1.36, -0.43, 0.98, 0.21, -0.50, 0.19, -0.67, -0.78, 0.47, 0.68, 0.62, -1.12, 1.00, -1.32, -1.17, 0.75, 0.25, -1.12, -0.92, -1.02, 0.42, -0.63, -1.11, -0.80, 0.40, 0.50, 0.17, 0.43, 0.33, -0.01, 0.39, 0.26, 0.40, 0.30, 0.21, 0.41, 0.32, 0.40, 0.05, 0.37, 0.05, 0.47, -0.34, 0.38, 0.49, 0.21, 0.38, 0.34, 0.06, 0.32, 0.40]}